(1)
51
Properties=species:S:1:pos:R:3:lowdin_charge:R:1 method="wB97M-V/def2-TZVPD" total_charge=+1 gap_ev=8.653 de_lowest_kj_mol=52.4
C 2.6559 1.5379 0.1132 -0.06
H -0.2806 6.9306 -2.2321 0.12
C -0.3905 3.6969 -0.1065 -0.19
H -0.5463 -0.3162 -4.2716 0.11
C -0.6446 4.9824 1.9325 0.05
H 3.7612 -0.7643 0.7392 0.11
C -2.6485 -1.2006 0.2618 -0.61
C -0.7284 0.2226 -3.3346 -0.06
H 0.5677 -2.0964 -3.2151 0.11
H -0.6333 1.2868 -3.5439 0.08
H -0.8785 -1.9940 -2.1892 0.10
H -0.1310 4.7249 -3.3292 0.12
C -0.4673 2.5934 1.9240 -0.13
C -1.9394 -2.3353 0.9988 0.02
H -2.6686 -3.0936 1.2727 0.09
O -0.4046 1.1945 3.8636 0.15
C -0.3099 6.0372 -1.6282 -0.04
C -0.4941 4.9628 0.5305 -0.13
C -0.6322 3.7995 2.6251 0.04
N 2.1285 0.2041 -0.2359 -0.33
H -0.7546 5.9341 2.4342 0.13
Sc -0.1878 0.4021 -0.0028 1.05
C -0.2976 1.2490 2.6659 -0.53
H 2.3195 -0.4956 1.7453 0.09
H -0.7191 3.7580 3.6985 0.13
C -0.2314 4.7804 -2.2554 -0.04
C 2.6648 -0.7599 0.7464 -0.06
H 1.5636 1.3276 -2.7828 0.12
N 0.2216 -0.2128 -2.2931 -0.33
H -1.7471 0.0215 -3.0053 0.10
O -1.8223 -0.3274 -0.2762 -0.14
C 1.5783 0.2371 -2.6636 -0.17
H -0.2393 2.6511 -1.9652 0.08
H 2.7585 -1.2385 -1.6419 0.12
H 2.2693 2.2921 -0.5767 0.09
C 2.5978 -0.1597 -1.5944 -0.16
O 0.0249 0.2773 1.8736 -0.10
H 2.3612 1.7977 1.1322 0.10
C -0.2719 3.6362 -1.5085 -0.02
H 3.7520 1.5436 0.0654 0.11
N -0.3702 2.5332 0.5991 0.07
H -0.5042 7.0843 0.2227 0.12
H 0.7259 -2.1091 -1.4426 0.08
O -3.8416 -1.1157 0.1540 0.12
H -1.4758 -1.9309 1.9039 0.08
H 2.3099 -1.7686 0.5232 0.10
H 1.8863 -0.1984 -3.6272 0.14
H -1.1669 -2.7711 0.3581 0.07
C 0.1645 -1.6888 -2.2796 -0.06
H 3.5588 0.3213 -1.8172 0.14
C -0.4397 6.1254 -0.2685 0.00

(2)
52
Properties=species:S:1:pos:R:3:lowdin_charge:R:1 method="wB97M-V/def2-TZVPD" total_charge=0 gap_ev=8.619 smiles="CCN(CC)S(=O)(=O)c1ccc2c(c1)c(=O)c(C(=O)NCCOC)cn2C" de_lowest_kj_mol=244.9
H -0.1659 -4.6632 2.1749 0.10
H -0.0693 -4.2058 0.0729 0.14
C -0.4031 1.3944 2.2046 -0.25
O 0.0040 -4.2649 -2.2473 0.04
H 2.7703 4.4750 2.9298 0.13
C 1.2904 4.2715 0.8164 -0.25
H 2.0870 1.5378 3.4719 0.06
H -0.5104 0.9182 4.2721 0.12
C -0.2217 -0.4468 0.6701 -0.04
H 0.1614 -1.2352 -3.0838 0.11
C -0.1012 -3.1355 0.2314 0.03
H -0.3911 -1.5137 3.9022 0.10
H 1.6878 5.2874 0.9399 0.12
H 3.2519 3.4631 0.3723 0.07
C 2.0573 3.6707 3.1313 -0.24
C -0.4261 0.5118 3.2764 -0.05
C 0.2243 -2.7293 -4.6018 -0.14
C 0.0456 -3.0463 -2.1869 -0.45
H 1.9130 2.4239 -0.1334 0.06
N -0.1890 -2.7020 1.5015 -0.08
C -0.3125 0.9252 0.9203 0.02
H -2.3714 -1.5182 -7.4562 0.09
H -1.9116 -2.9839 -4.8848 0.13
H -1.3116 -1.3471 -5.2604 0.13
C -0.3592 -0.8456 3.0577 0.01
O -0.6729 3.3491 3.9178 -0.28
N 1.0345 3.7030 2.1159 -0.26
O -0.9222 -2.7868 -6.6913 -0.19
H 0.3149 4.3451 0.3341 0.10
C 2.2488 3.4539 -0.0471 -0.07
H -2.9212 -3.1710 -7.0785 0.09
H 0.6161 -3.5052 3.2612 0.10
H 2.2915 3.8874 -1.0430 0.08
C -0.2266 -3.6577 2.5845 -0.02
H -1.1580 -3.5657 3.1464 0.10
O -1.4138 3.7303 1.5899 -0.27
C -0.0439 -2.3367 -0.8696 -0.02
C -0.2544 -1.3498 1.7517 -0.13
H 0.3792 -3.8096 -4.5656 0.12
H 3.2611 2.0800 2.2727 0.07
C -1.0815 -2.4228 -5.3411 -0.22
H -0.3237 1.6021 0.0805 0.13
H -1.8427 -2.8875 -8.4714 0.09
H 3.5507 2.3809 3.9892 0.08
H 1.0513 -2.2658 -5.1465 0.13
O -0.0061 -0.0893 -1.6497 0.04
N 0.1930 -2.2391 -3.2498 0.08
C -2.0799 -2.5764 -7.4563 -0.12
S -0.4718 3.1644 2.5088 0.67
H 1.5626 3.8724 4.0847 0.11
C -0.0841 -0.8976 -0.7248 -0.31
C 2.7866 2.3299 3.2174 -0.06

(3)
52
Properties=species:S:1:pos:R:3:lowdin_charge:R:1 method="wB97M-V/def2-TZVPD" total_charge=0 gap_ev=9.324 smiles="Cc1cccc(NC(=O)[C@H]2CCCN(S(=O)(=O)c3c(C)nn(C)c3C)C2)n1" de_lowest_kj_mol=233.4
O -3.3244 -1.2795 1.4162 0.09
C -2.2097 -1.1951 0.9579 -0.43
S 0.0558 2.0072 -2.2382 0.69
C -0.3028 -1.5525 5.7042 -0.04
C -1.9495 -1.5858 3.9658 0.00
H -0.1748 -1.2140 1.2123 0.14
H 1.5889 1.2304 1.4807 0.07
C 1.9784 -0.0903 -4.0121 0.00
C -3.1799 -1.0213 -1.3734 -0.15
H -2.4057 -1.7965 6.0447 0.11
H 1.2210 0.5701 -4.4245 0.07
H -0.4138 0.6087 -0.0886 0.10
C -0.9020 -1.4060 3.0686 -0.28
N 3.2554 -0.1724 -1.8722 -0.16
C 1.5379 1.1732 -1.7805 -0.18
H -2.1624 -1.3703 -3.2394 0.12
N 0.3698 -1.3047 3.4414 0.15
H -0.0258 -1.6055 6.7456 0.11
H 2.8046 2.4219 1.0457 0.08
H 2.2755 -0.3864 5.7344 0.08
C 1.9135 1.9087 0.6913 -0.02
H 1.6258 -1.1206 -4.0667 0.09
C -1.9197 -0.9194 -0.5143 -0.21
O -0.2161 3.0697 -1.3101 -0.28
H -1.1719 -1.6337 -0.8755 0.16
C 0.6744 -1.3739 4.7289 -0.34
N -1.0350 0.7420 -2.0379 -0.23
H 3.8319 -2.0341 -2.6147 0.09
H -1.8938 0.9994 -3.8816 0.12
N 3.2616 0.3336 -0.6358 0.13
H -3.5798 -2.0352 -1.3246 0.12
H 4.9121 -1.2775 -1.4177 0.09
O 0.0904 2.3205 -3.6384 -0.29
H 2.4606 -2.1343 5.6153 0.08
C -2.8579 -0.6423 -2.8179 -0.16
H -2.9638 -1.6590 3.6150 0.10
H -3.7671 -0.6453 -3.4195 0.12
C 2.2315 0.3025 -2.6079 -0.24
C 2.1224 -1.2461 5.0844 -0.04
H 1.1316 2.6341 0.4841 0.06
N -1.0629 -1.3109 1.6882 0.15
C 4.2746 -1.0947 -2.2796 -0.01
C -1.6262 -1.6580 5.3100 -0.06
H -3.9362 -0.3477 -0.9670 0.12
H 2.7114 -1.1211 4.1808 0.07
H -2.0640 1.2316 -0.2685 0.15
H -2.9355 1.5024 -2.5292 0.14
H 4.8733 -0.6751 -3.0903 0.09
C -2.2170 0.7431 -2.8723 -0.20
C 2.2302 1.1540 -0.5489 -0.32
H 2.8888 -0.0101 -4.6047 0.09
C -1.3413 0.4956 -0.6507 -0.16

(4)
47
Properties=species:S:1:pos:R:3:lowdin_charge:R:1 method="wB97M-V/def2-TZVPD" total_charge=0 gap_ev=6.068 de_lowest_kj_mol=432.6
H -3.5256 -0.3616 2.9314 0.09
H 0.8683 2.8651 2.7399 0.12
C -1.4642 -0.2515 -3.7757 -0.57
H -1.3666 -1.8627 -5.2470 0.08
C 0.2007 -0.0766 -1.7913 -0.44
C -0.0272 -0.4571 -3.2743 -0.08
H -0.7785 0.0269 0.1359 0.04
H -0.7160 -1.7633 2.8736 0.10
H -3.4298 -0.9137 -3.1120 0.12
H -1.0918 1.6483 1.1692 0.17
C -0.6771 0.8381 1.7819 -0.01
O -3.2152 -0.6250 -0.5865 -0.06
C 0.7494 0.8092 2.0639 -0.21
H -2.1161 -2.0898 -2.8804 0.13
C -1.6160 -0.7957 -5.1982 -0.06
H -2.6472 -0.6744 -5.5543 0.08
H -2.0717 -1.2702 3.9222 0.09
C 2.7632 1.8803 2.8786 0.01
C -2.9867 0.3391 2.2845 -0.01
C -1.1591 -0.9214 3.4248 0.00
H -1.1495 1.7874 -4.4400 0.09
N -1.5528 0.1366 2.4919 -0.13
H 0.6760 0.1060 -3.9022 0.12
C -0.9324 -0.1701 -0.9196 -0.01
C 1.4730 -0.3742 1.8463 -0.03
C 5.5830 -0.5092 2.7247 -0.06
C 3.4926 0.6864 2.6426 -0.24
H 0.9572 -1.2364 1.4190 0.13
H 0.2159 -1.5268 -3.3808 0.13
H -1.7258 1.6537 -2.7583 0.08
H 3.3116 2.7251 3.2855 0.12
H 3.3586 -1.3799 1.9326 0.11
C -1.8219 1.2387 -3.7667 -0.04
H -3.2719 1.3792 2.5149 0.11
C -2.3792 -1.0216 -2.8116 -0.08
H 6.5989 -0.2451 3.0220 0.09
H -0.9545 -0.2617 -5.8921 0.08
O 1.3303 0.2655 -1.4070 -0.03
H -2.8565 1.3782 -4.1092 0.09
O 4.8162 0.6946 2.9557 -0.08
H -0.4355 -0.5694 4.1757 0.11
C 2.8219 -0.4491 2.1270 0.01
C -2.2258 -0.5875 -1.3448 -0.44
C 1.4242 1.9439 2.5724 -0.01
H 5.2058 -1.3326 3.3454 0.09
H 5.5631 -0.7985 1.6651 0.10
H -3.2150 0.1229 1.2255 0.07

(5)
54
Properties=species:S:1:pos:R:3:lowdin_charge:R:1 method="wB97M-V/def2-TZVPD" total_charge=+2 gap_ev=5.425 de_lowest_kj_mol=192.7
H 1.0190 -3.9968 -2.2544 0.07
C -3.7936 -2.9163 1.2295 -0.08
H 3.7172 1.0280 1.9847 0.05
N -3.6144 5.5191 0.1933 0.17
C 1.6353 5.0719 0.1993 -0.02
Tl -0.1874 0.0587 0.1236 0.98
N -3.2613 3.0862 0.3250 0.16
C 3.5526 1.3493 -1.0874 -0.22
H 0.7016 -5.0423 0.3087 0.07
C -2.6807 -2.0995 1.1870 -0.15
H 1.9867 4.6939 2.3039 0.12
H 1.9930 6.0923 0.2226 0.13
H 2.9127 -2.7565 0.8533 0.09
C 1.1617 3.0142 1.2769 -0.16
H 2.8562 -1.4113 -1.9187 0.09
N 0.3130 2.6098 -2.1616 0.15
C -2.5551 2.1937 -0.1178 -0.32
H -0.3967 1.9007 -2.0946 0.04
H 0.2080 3.2097 -2.9644 0.12
C 0.3197 -4.1392 0.7880 -0.22
H 3.0192 1.4327 -2.0338 0.05
C 1.1886 4.5274 -0.9800 0.01
H 3.5424 -0.7224 2.1470 0.05
H 4.3002 -1.5716 -0.9225 0.11
C 2.6058 -2.7129 -0.1942 -0.39
C -3.4302 4.3799 0.2270 -0.31
H -4.1306 -3.3372 2.1660 0.12
C 3.2116 -1.4881 -0.8877 -0.39
N -1.9632 1.2532 -0.5706 0.00
H -0.6810 -3.5952 -1.9405 0.05
P 0.7682 -2.7003 -0.2329 0.81
H -0.7641 -4.2088 0.8756 0.04
H -2.1331 -1.8700 2.0945 0.12
H 2.9482 -3.6307 -0.6775 0.11
H -4.5350 -2.7409 -2.0696 0.12
C 3.8282 0.0769 1.4644 -0.22
H 1.1652 2.3577 2.1408 0.11
H 4.5904 1.0695 -1.2750 0.07
C -2.8931 -1.7805 -1.0785 -0.15
Br -5.9840 -4.2795 0.0269 0.86
C -4.0160 -2.5828 -1.1351 -0.07
H 1.1801 5.0942 -1.9015 0.13
C 0.3377 -3.2073 -1.9334 -0.23
H -2.5196 -1.2940 -1.9717 0.12
H 0.3960 -2.3718 -2.6299 0.05
N -2.2232 -1.5578 0.0543 -0.09
H 4.8721 -0.0495 1.1725 0.07
H 3.5234 2.3131 -0.5788 0.05
C 1.6302 4.3004 1.3636 -0.04
H 0.7519 -4.0439 1.7831 0.06
P 2.7845 0.0824 -0.0308 0.81
C 0.7067 3.2082 -0.9933 -0.40
C -4.4716 -3.1672 0.0419 -0.66
N 0.7044 2.4783 0.1325 -0.04